(1)
The following is a DFT calculation (the ωB97M-V functional and the def2-TZVPD basis) of a structure of composition C8H24Ba2N2O10 at a distorted geometry.

XYZ file:
```
46
Properties=species:S:1:pos:R:3
Ba -4.0477 3.1556 -4.3354
Ba -0.3281 7.0623 3.4850
N -0.0611 1.7063 0.0208
O 0.0571 2.8218 0.4464
O -0.7976 1.5078 -0.9119
O 0.4610 0.7471 0.5353
N -2.0683 7.0560 -1.5722
O -1.9423 6.8693 -2.8332
O -1.4181 7.8220 -1.0095
O -2.8963 6.3491 -0.9585
C 1.9242 1.9607 -5.3981
C 1.2024 2.5061 -6.6342
O -0.0919 2.0098 -6.6671
H 2.8906 1.6152 -5.7653
H 1.4589 1.0501 -5.0208
H 1.9808 2.7425 -4.6406
H 1.6687 2.1056 -7.5343
H 1.4044 3.5631 -6.8071
H -0.4770 1.6984 -7.4895
C -3.6016 0.2230 5.4849
C -3.5775 1.5647 4.7426
O -3.0820 2.6865 5.4182
H -3.9581 0.4351 6.4928
H -2.6594 -0.3195 5.5626
H -4.3680 -0.4447 5.0913
H -4.5224 1.9247 4.3355
H -2.8945 1.4746 3.8979
H -3.6244 2.7289 6.2092
C 0.0896 -5.4575 -3.7057
C 0.4447 -4.2130 -2.9368
O -0.6220 -3.3040 -3.1594
H 0.8707 -6.1796 -3.4681
H -0.1315 -5.2798 -4.7582
H -0.8378 -5.8412 -3.2805
H 1.2755 -3.6681 -3.3851
H 0.6062 -4.2852 -1.8612
H -0.5326 -2.5546 -2.5661
C 3.9411 -4.1221 5.8805
C 3.6622 -3.5209 4.5320
O 2.2846 -3.6863 4.1704
H 3.9145 -5.2097 5.8130
H 3.1239 -3.9047 6.5682
H 4.9758 -3.9773 6.1911
H 4.2231 -3.8929 3.6746
H 4.0332 -2.5006 4.6296
H 2.0465 -3.0248 3.5168
```

Results
multiplicity	1
net charge	+2
ΔE to the lowest compared entry with this formula, charge and spin	1054.8	kJ/mol
highest occupied orbital energy	-0.394	hartree
HOMO-LUMO gap	2.4	eV

---

(2)
The following is a DFT calculation (the ωB97M-V functional and the def2-TZVPD basis) of the ion C29H39BBrIN2O7PS2 with charge +1 at a distorted geometry.

XYZ file:
```
83
Properties=species:S:1:pos:R:3
C 3.0297 2.9721 1.7265
C 2.4134 2.0876 0.5187
O 3.4890 1.9078 -0.4487
P 3.4959 0.2795 -1.0479
O 3.7104 -0.6204 0.1775
C 1.8667 0.0393 -1.9494
C 1.0381 -1.2931 -1.4575
C -0.0598 -0.9922 -0.3574
C 0.2448 -1.6812 1.0366
C 1.4288 -2.6600 1.4020
C 0.8635 -4.1524 1.8175
C 2.4494 -2.0903 2.5588
C 3.9535 -2.7091 2.3786
C -0.7672 -1.3677 2.2348
C -0.5686 -1.9636 3.7328
C 0.2060 -1.0243 4.6825
C 0.3754 -1.5461 6.1680
C -0.3262 -2.9362 6.3661
C -1.0647 -3.7405 5.2746
N -1.1929 -3.2156 3.9566
C -2.0092 -0.4174 2.0318
Br -3.0280 -0.1360 3.7089
C -2.3667 0.2420 0.6230
C -3.6308 1.1717 0.4061
S -4.8759 1.5309 1.7633
N -3.8883 1.7910 -0.9235
S -5.2616 2.8456 -0.9802
C -6.9128 1.9294 -0.8163
O -5.1676 4.0219 0.0067
O -5.5218 3.6325 -2.2399
C -2.9982 1.4650 -2.0599
B -3.3585 2.1060 -3.5552
O -3.0701 3.4717 -3.9179
C -4.1183 1.1428 -4.6547
C -4.6462 -0.2243 -3.9266
C -1.7306 0.5278 -1.9659
C -0.9883 0.2891 -3.3368
C -0.0873 1.5512 -3.8680
O 0.4913 1.4158 -4.9847
I 0.1381 3.4333 -2.8081
C -1.3431 -0.0979 -0.5587
O 4.8755 0.2004 -2.0802
C 5.8675 1.1739 -1.5771
C 7.3462 0.9214 -2.1480
H 3.6490 2.2930 2.4061
H 3.7871 3.6894 1.2194
H 2.2421 3.5888 2.2766
H 1.5922 2.7538 0.0359
H 1.9096 1.1202 0.8612
H 1.1848 0.9264 -1.6405
H 1.9777 -0.0340 -3.0985
H 0.6717 -1.9377 -2.3504
H 1.9302 -1.9298 -1.0913
H 2.1608 -2.9443 0.5745
H -0.2886 -4.1076 1.7071
H 1.0504 -4.3805 2.9307
H 1.2463 -4.9678 1.1151
H 2.0656 -2.5877 3.5336
H 2.4522 -0.9501 2.6069
H 4.6978 -1.8285 2.2955
H 4.2511 -3.3694 3.2712
H 4.0618 -3.3509 1.4399
H 0.6376 -0.0059 4.3650
H 0.9411 -0.9828 6.9781
H -0.2845 -3.4007 7.4203
H -1.5623 -4.7494 5.5055
H -4.3107 2.6467 2.3879
H -7.5598 2.6289 -0.1654
H -7.3872 1.7628 -1.8488
H -6.7588 0.9188 -0.2816
H -2.4850 3.3973 -4.7118
H -5.0406 1.6670 -5.1211
H -3.4051 0.8795 -5.5280
H -5.3879 -0.8041 -4.5918
H -5.2605 0.1433 -3.0151
H -3.7970 -0.9296 -3.6290
H -0.2915 -0.5985 -3.4380
H -1.6918 0.0670 -4.2410
H 5.5442 2.2157 -1.9622
H 5.9555 1.1484 -0.4227
H 8.0043 1.7730 -1.7139
H 7.7572 -0.0478 -1.7039
H 7.4410 1.0054 -3.2844
```

Results
multiplicity	1
net charge	+1
highest occupied orbital energy	-0.418	hartree
HOMO-LUMO gap	6.0	eV

---

(3)
The following is a DFT calculation (the ωB97M-V functional and the def2-TZVPD basis) of a structure of composition C5H11O4Pd at a distorted geometry.

XYZ file:
```
21
Properties=species:S:1:pos:R:3
C 1.0932 -1.5707 3.0157
O 1.9238 -0.5246 2.6002
H 0.6999 -2.1506 2.1649
H 1.6953 -2.2440 3.6555
H 0.2344 -1.2110 3.6085
O -0.8721 1.7478 1.1680
C 0.4159 1.7494 0.8143
C 0.7299 1.3245 -0.5940
O -0.1540 0.2346 -0.9106
C -0.4814 0.0012 -2.2818
C -1.7730 -0.8183 -2.2837
O -2.7350 -0.2580 -1.4466
Pd -1.7229 0.5630 -0.1115
H 1.3998 0.1545 2.0105
H 1.1839 2.1385 1.4929
H 1.7790 1.0124 -0.7027
H 0.5283 2.1306 -1.3261
H 0.3448 -0.5224 -2.7888
H -0.6480 0.9763 -2.7732
H -1.5223 -1.8560 -1.9768
H -2.1193 -0.8772 -3.3347
```

Results
multiplicity	4
ΔE to the lowest compared entry with this formula, charge and spin	0.0	kJ/mol
⟨S²⟩	3.762
highest occupied orbital energy (spin up / spin down)	-0.253 / -0.364	hartree
HOMO-LUMO gap (spin up / spin down)	7.5 / 8.1	eV

---

(4)
The following is a DFT calculation (the ωB97M-V functional and the def2-TZVPD basis) of a structure of composition C70H70BiN4O4SSb2Te at a distorted geometry.

XYZ file:
```
153
Properties=species:S:1:pos:R:3
Bi 0.0545 -0.5354 -0.1646
C -0.8966 0.7083 3.6325
Sb -0.8372 1.3851 1.5954
C -2.9672 1.2173 1.3984
C -0.1844 3.4629 1.8543
C -1.0619 4.6685 2.0405
C -0.7405 5.4810 3.1316
C -1.2732 6.7471 3.2925
C -2.1591 7.2308 2.3445
C -2.5316 6.4169 1.2888
C -2.0118 5.1331 1.1150
C -2.5691 4.3118 -0.0080
Sb -1.2081 3.2392 -1.3316
C -0.2187 5.0224 -2.0469
C -2.6713 3.2323 -2.9220
H -1.3760 -0.2680 3.6229
H -1.4841 1.4225 4.2078
H 0.0931 0.6066 4.0720
H -3.4842 1.9315 2.0363
H -3.1863 0.2002 1.7202
H -3.2716 1.3290 0.3605
H 0.4602 3.6098 0.9866
H 0.4667 3.3760 2.7232
H -0.0236 5.1160 3.8587
H -0.9782 7.3569 4.1358
H -2.5658 8.2294 2.4315
H -3.2531 6.7856 0.5696
H -3.1898 4.9433 -0.6432
H -3.2167 3.5397 0.4111
H -0.9623 5.8090 -2.1629
H 0.2536 4.8233 -3.0076
H 0.5400 5.3463 -1.3349
H -2.9891 4.2522 -3.1328
H -3.5307 2.6345 -2.6181
H -2.2411 2.7895 -3.8186
C 1.6030 -6.4101 -0.0290
C 0.8720 -5.6546 1.0842
C 0.5102 -6.6083 2.2034
O 1.6358 -4.5992 1.6055
C 1.4322 -3.5157 0.7249
C -0.1191 -3.6262 0.4566
O -0.2968 -5.0270 0.5288
C -1.2517 -2.9347 1.2792
O -1.1363 -1.5208 1.2440
C -1.2536 -3.4252 2.7179
C -0.4246 -2.8159 3.6461
C -0.3581 -3.2837 4.9484
C -1.1337 -4.3661 5.3369
C -1.9874 -4.9615 4.4200
C -2.0495 -4.4945 3.1148
C -2.6029 -3.2052 0.6142
C -2.8011 -4.0026 -0.4485
C -4.3359 -2.5662 -1.8789
C -5.1566 -3.0531 -0.6985
C -4.9413 -2.4928 0.6386
C -3.7272 -2.4935 1.2022
C 2.2794 -2.2279 1.1243
O 1.5017 -1.0417 1.2732
C 3.2913 -1.9885 -0.0257
C 4.5875 -1.5543 0.2316
C 5.4583 -1.2511 -0.8064
C 5.0450 -1.3361 -2.1263
C 3.7449 -1.7304 -2.4007
C 2.8882 -2.0582 -1.3617
C 3.0461 -2.4547 2.4318
C 3.9636 -3.4978 2.5463
C 4.6224 -3.7286 3.7413
C 4.4008 -2.9036 4.8360
C 3.5336 -1.8320 4.7133
C 2.8625 -1.6128 3.5171
H 2.5338 -6.8151 0.3662
H 1.8288 -5.7677 -0.8800
H 0.9709 -7.2252 -0.3769
H 1.4174 -7.0973 2.5554
H -0.1855 -7.3553 1.8242
H 0.0538 -6.0686 3.0276
H 1.8364 -3.8221 -0.2475
H -0.2947 -3.3156 -0.5909
H 0.1731 -1.9791 3.3212
H 0.3106 -2.8075 5.6545
H -1.0706 -4.7475 6.3478
H -2.5972 -5.8040 4.7209
H -2.7078 -4.9763 2.4032
H -2.0404 -4.7023 -0.7671
H -4.1364 -3.0488 -3.9476
H -6.1721 -3.3195 -0.9518
H -5.8036 -2.1060 1.1661
H -3.5719 -2.0586 2.1821
H 4.9325 -1.4677 1.2526
H 6.4747 -0.9562 -0.5746
H 5.7271 -1.1117 -2.9370
H 3.3974 -1.7991 -3.4251
H 1.8902 -2.4038 -1.6161
H 4.1662 -4.1368 1.6973
H 5.3082 -4.5624 3.8214
H 4.9136 -3.0880 5.7710
H 3.3678 -1.1677 5.5529
H 2.1885 -0.7733 3.4212
N 3.7946 2.7936 -2.0384
C 3.6902 2.6476 -3.4278
C 4.7395 3.0357 -4.2448
C 4.6460 2.8917 -5.6240
C 3.4934 2.3806 -6.1903
C 2.4342 2.0013 -5.3734
C 2.5412 2.1212 -4.0007
S 1.1941 1.5747 -2.9737
N 1.7786 1.7601 -1.3929
C 2.9111 2.3057 -1.1207
C 3.3519 2.4062 0.3036
C 4.6695 2.7202 0.6314
C 5.0706 2.6832 1.9556
C 4.1477 2.3298 2.9198
C 2.8464 2.0973 2.5069
N 2.4466 2.1353 1.2428
H 4.6358 3.2324 -1.7146
H 5.6360 3.4580 -3.8045
H 5.4766 3.1889 -6.2490
H 3.4101 2.2688 -7.2625
H 1.5148 1.6176 -5.8000
H 5.4007 2.9755 -0.1217
H 6.0925 2.9154 2.2243
H 4.4209 2.2403 3.9618
H 2.0763 1.8565 3.2302
C -1.1432 -0.9280 -6.3904
Te -1.6235 -0.3911 -4.3522
C -0.1811 -1.9108 -3.8711
C 0.0055 -2.7454 -5.1068
C 0.6479 -3.9789 -5.0533
C 0.8033 -4.7410 -6.1987
C 0.3099 -4.2795 -7.4110
C -0.3257 -3.0504 -7.4723
C -0.4750 -2.2746 -6.3263
H -0.4738 -0.1883 -6.8310
H -2.0489 -0.9625 -6.9929
H -0.5309 -2.5119 -3.0286
H 0.7574 -1.4325 -3.5774
H 1.0213 -4.3454 -4.1033
H 1.3013 -5.7004 -6.1461
H 0.4148 -4.8782 -8.3061
H -0.7224 -2.6882 -8.4133
N -2.6248 -0.6944 -1.3998
C -3.3905 -1.5294 -1.6069
C -4.0337 -3.9487 -1.2510
C -4.3465 -5.1817 -2.0179
C -5.3855 -5.4365 -2.8189
C -6.4194 -4.5039 -3.2565
C -6.2143 -3.2079 -3.4797
C -4.8766 -2.5466 -3.3154
H -3.6526 -5.9897 -1.8125
H -5.4965 -6.4543 -3.1774
H -7.3967 -4.9312 -3.4530
H -7.0247 -2.5778 -3.8245
H -4.9424 -1.5099 -3.6419
```

Results
multiplicity	1
net charge	+1
ΔE to the lowest compared entry with this formula, charge and spin	145.7	kJ/mol
highest occupied orbital energy	-0.354	hartree
HOMO-LUMO gap	7.3	eV

---

Number 1: calculated total energy -33497.8486 eV. Number 2: calculated total energy -157775.9122 eV. Number 3: calculated total energy -17025.8634 eV. Number 4: calculated total energy -124911.0820 eV.